Computed, not measured: a structure of composition H8NiO12S2 in a non-equilibrium geometry, with the ωB97M-V functional and the def2-TZVPD basis.

For the LUMO energy (alpha / beta), the calculation gives 3.9 / 3.9 eV. Its expectation value of S² is 2.003. The calculation puts the energy at -3212.44689 Ha. Its net charge is -2. Its spin multiplicity is 3. As for the HOMO-LUMO gap (alpha / beta): 4.8731 / 4.8641 eV. The largest force on an atom comes out at 0.0329 hartree/bohr. The HOMO energy (alpha / beta) comes out at -0.0357 / -0.0354 Eh.

Last column: natural (NBO) charge in e.
Positions of all 23 atoms, in Å:
Ni  -0.15  0.43  0.01  1.57
S  2.91  -0.41  0.81  2.60
S  -0.93  -2.41  -1.66  2.58
O  2.30  -0.89  2.11  -1.10
O  -0.32  1.27  -1.91  -0.95
O  -2.22  0.97  0.57  -0.95
O  0.17  2.49  0.86  -0.91
O  3.42  -1.53  0.04  -1.02
O  -0.26  -0.37  1.93  -1.07
O  3.95  0.60  1.07  -1.08
O  0.45  -2.77  -1.98  -1.04
O  -0.95  -1.15  -0.78  -1.20
O  1.77  0.31  0.09  -1.17
O  -1.64  -3.44  -0.89  -1.09
O  -1.69  -2.00  -2.89  -1.12
H  -0.53  2.80  1.45  0.48
H  0.77  -0.65  2.08  0.54
H  -0.39  2.19  -2.15  0.46
H  -0.79  -1.04  2.37  0.48
H  -0.59  0.74  -2.68  0.53
H  -2.55  0.23  1.10  0.51
H  0.26  3.17  0.19  0.47
H  -2.99  1.46  0.26  0.48



Computed, not measured: a structure of composition H8NiO16S3 in a non-equilibrium geometry, with the ωB97M-V functional and the def2-TZVPD basis.

For the LUMO energy (alpha / beta), the calculation gives 9.0 / 8.9 eV. Its expectation value of S² is 2.003. The calculation puts the energy at -3911.29532 Ha. Its net charge is -4. Its spin multiplicity is 3. As for the energy above the lowest of the compared OMol25 structures with the same formula, charge and spin: 157.4 kJ/mol. As for the HOMO-LUMO gap (alpha / beta): 4.2322 / 4.2103 eV. The largest force on an atom comes out at 0.0855 hartree/bohr. The HOMO energy (alpha / beta) comes out at 0.1738 / 0.1739 Eh.

Last column: natural (NBO) charge in e.
Positions of all 28 atoms, in Å:
Ni  -0.15  -0.04  0.04  1.59
S  -1.93  1.28  2.54  2.64
S  1.19  2.79  0.35  2.65
S  0.65  -0.97  -3.07  2.64
O  1.66  -1.96  -3.47  -1.12
O  -2.83  0.36  3.28  -1.16
O  0.72  -0.75  -1.62  -1.16
O  2.55  2.83  -0.13  -1.13
O  1.39  -0.21  1.57  -1.01
O  -0.78  -2.03  0.41  -0.92
O  0.77  0.29  -3.77  -1.08
O  -0.67  -1.48  -3.36  -1.16
O  -0.87  1.73  3.45  -1.11
O  1.07  2.32  1.70  -1.09
O  -1.31  0.67  1.41  -1.16
O  2.03  -2.82  -0.44  -0.99
O  0.59  4.12  0.23  -1.12
O  -2.67  2.46  2.11  -1.12
O  0.44  1.86  -0.49  -1.13
O  -1.84  0.08  -1.21  -0.96
H  -1.66  -0.46  -1.98  0.51
H  1.81  -0.67  2.30  0.46
H  -0.74  -2.86  -0.07  0.47
H  1.78  -1.94  -0.73  0.52
H  -1.13  -2.26  1.27  0.49
H  -2.73  0.40  -1.33  0.47
H  1.42  -3.41  -0.89  0.44
H  1.22  0.67  1.91  0.54



Computed, not measured: a structure of composition H8O12S2Zn in a non-equilibrium geometry, with the ωB97M-V functional and the def2-TZVPD basis.

For the LUMO energy (alpha / beta), the calculation gives 1.1 / 0.6 eV. Its expectation value of S² is 0.760. The calculation puts the energy at -3483.42464 Ha. Its net charge is -1. Its spin multiplicity is 2. As for the energy above the lowest of the compared OMol25 structures with the same formula, charge and spin: 0.0 kJ/mol. As for the HOMO-LUMO gap (alpha / beta): 4.9666 / 4.0653 eV. The largest force on an atom comes out at 0.1034 hartree/bohr. The HOMO energy (alpha / beta) comes out at -0.1411 / -0.1258 Eh.

Last column: natural (NBO) charge in e.
Positions of all 23 atoms, in Å:
Zn  -10.89  11.56  -22.36  1.75
S  -8.18  10.82  -20.95  2.64
S  -11.35  8.30  -22.18  2.58
O  -10.12  7.59  -21.82  -0.62
O  -12.13  7.62  -23.21  -0.93
O  -12.49  11.10  -21.22  -0.99
O  -9.32  11.47  -23.75  -1.00
O  -10.94  13.66  -22.13  -0.98
O  -9.47  11.46  -21.06  -1.22
O  -12.16  11.85  -24.03  -0.96
O  -8.22  9.47  -21.45  -1.00
O  -7.17  11.56  -21.70  -1.10
O  -12.13  8.28  -20.97  -0.97
O  -7.76  10.82  -19.59  -1.07
O  -11.00  9.62  -22.67  -1.14
H  -12.76  10.24  -20.90  0.54
H  -10.11  14.02  -21.83  0.52
H  -11.61  14.24  -21.76  0.49
H  -12.89  11.38  -24.42  0.51
H  -12.19  12.72  -24.44  0.48
H  -13.22  11.67  -21.01  0.47
H  -8.47  11.57  -23.33  0.53
H  -9.15  11.66  -24.68  0.48



Computed, not measured: a cluster of 4 separate species, H8O4 in total, with the ωB97M-V functional and the def2-TZVPD basis.

For the LUMO energy, the calculation gives 0.3 eV. The SMILES is O.O.O.O. The calculation puts the energy at -305.74423 Ha. As for the energy above the lowest of the compared OMol25 structures with the same formula, charge and spin: 91.8 kJ/mol. As for the HOMO-LUMO gap: 11.4662 eV. The largest force on an atom comes out at 0.0092 hartree/bohr. The HOMO energy comes out at -0.4096 Eh.

Last column: natural (NBO) charge in e.
Positions of all 12 atoms, in Å:
O  2.43  1.55  -1.46  -0.94
O  -0.99  0.66  2.31  -0.95
O  0.47  -0.97  -0.05  -0.95
O  -2.58  -1.13  -0.88  -0.95
H  -3.26  -0.50  -0.66  0.46
H  -1.77  -0.61  -0.93  0.48
H  -1.76  0.09  2.36  0.46
H  3.08  0.96  -1.06  0.46
H  2.84  2.41  -1.43  0.47
H  -0.35  0.17  1.81  0.48
H  0.57  -1.76  0.49  0.47
H  1.31  -0.88  -0.49  0.48



Please write out number 2 again, unchanged.
Computed, not measured: a structure of composition H8NiO16S3 in a non-equilibrium geometry, with the ωB97M-V functional and the def2-TZVPD basis.

For the LUMO energy (alpha / beta), the calculation gives 9.0 / 8.9 eV. Its expectation value of S² is 2.003. The calculation puts the energy at -3911.29532 Ha. Its net charge is -4. Its spin multiplicity is 3. As for the energy above the lowest of the compared OMol25 structures with the same formula, charge and spin: 157.4 kJ/mol. As for the HOMO-LUMO gap (alpha / beta): 4.2322 / 4.2103 eV. The largest force on an atom comes out at 0.0855 hartree/bohr. The HOMO energy (alpha / beta) comes out at 0.1738 / 0.1739 Eh.

Last column: natural (NBO) charge in e.
Positions of all 28 atoms, in Å:
Ni  -0.15  -0.04  0.04  1.59
S  -1.93  1.28  2.54  2.64
S  1.19  2.79  0.35  2.65
S  0.65  -0.97  -3.07  2.64
O  1.66  -1.96  -3.47  -1.12
O  -2.83  0.36  3.28  -1.16
O  0.72  -0.75  -1.62  -1.16
O  2.55  2.83  -0.13  -1.13
O  1.39  -0.21  1.57  -1.01
O  -0.78  -2.03  0.41  -0.92
O  0.77  0.29  -3.77  -1.08
O  -0.67  -1.48  -3.36  -1.16
O  -0.87  1.73  3.45  -1.11
O  1.07  2.32  1.70  -1.09
O  -1.31  0.67  1.41  -1.16
O  2.03  -2.82  -0.44  -0.99
O  0.59  4.12  0.23  -1.12
O  -2.67  2.46  2.11  -1.12
O  0.44  1.86  -0.49  -1.13
O  -1.84  0.08  -1.21  -0.96
H  -1.66  -0.46  -1.98  0.51
H  1.81  -0.67  2.30  0.46
H  -0.74  -2.86  -0.07  0.47
H  1.78  -1.94  -0.73  0.52
H  -1.13  -2.26  1.27  0.49
H  -2.73  0.40  -1.33  0.47
H  1.42  -3.41  -0.89  0.44
H  1.22  0.67  1.91  0.54